{
  "formula": "C21H27F3N2OS",
  "method": "the ωB97M-V functional and the def2-TZVPD basis",
  "gap_ev": 8.4,
  "charge": 0,
  "lumo_ev": 0.49,
  "smiles": "O[C@@H](Cc1ccc2c(c1)Nc1ccccc1S2)C(F)(F)F.CCN(CC)CC",
  "e_above_lowest_kj_mol": 0.0,
  "symbols": ["O", "C", "C", "C", "C", "C", "C", "C", "C", "N", "C", "C", "C", "C", "C", "C", "S", "C", "F", "F", "F", "H", "H", "H", "H", "H", "H", "H", "H", "H", "H", "H", "H", "C", "C", "N", "C", "C", "C", "C", "H", "H", "H", "H", "H", "H", "H", "H", "H", "H", "H", "H", "H", "H", "H"],
  "xyz": [[-2.470, 0.877, -1.121], [-2.849, 0.134, -2.254], [-1.742, 0.085, -3.327], [-0.493, 0.852, -2.960], [0.705, 0.198, -2.708], [1.840, 0.920, -2.344], [1.748, 2.297, -2.243], [0.555, 2.969, -2.528], [-0.566, 2.245, -2.885], [0.500, 4.405, -2.453], [1.003, 4.883, -1.196], [0.239, 5.762, -0.437], [0.731, 6.219, 0.778], [1.986, 5.812, 1.216], [2.758, 4.928, 0.474], [2.252, 4.468, -0.733], [3.131, 3.305, -1.752], [-3.149, -1.298, -1.774], [-2.007, -1.962, -1.532], [-3.831, -1.307, -0.631], [-3.844, -1.965, -2.695], [-3.206, 1.412, -0.820], [-3.782, 0.517, -2.663], [-1.498, -0.930, -3.622], [-2.139, 0.562, -4.223], [0.756, -0.879, -2.769], [2.769, 0.409, -2.146], [-1.506, 2.731, -3.099], [1.122, 4.746, -3.186], [-0.726, 6.034, -0.840], [0.124, 6.886, 1.369], [2.322, 6.192, 2.171], [3.724, 4.599, 0.823], [-0.939, -1.529, 1.339], [-0.273, -2.891, 1.223], [0.897, -3.048, 2.071], [1.652, -4.254, 1.780], [0.985, -5.612, 2.035], [0.693, -2.757, 3.479], [-0.360, -3.574, 4.241], [-0.238, -0.728, 1.096], [-1.766, -1.470, 0.651], [-1.340, -1.349, 2.338], [0.045, -3.022, 0.185], [-1.032, -3.666, 1.413], [2.594, -4.214, 2.335], [1.939, -4.211, 0.724], [0.965, -5.863, 3.095], [1.555, -6.398, 1.535], [-0.034, -5.653, 1.649], [0.435, -1.699, 3.571], [1.656, -2.847, 3.990], [-1.271, -3.717, 3.659], [-0.638, -3.050, 5.158], [0.017, -4.551, 4.538]]
}